Record 1
{
  "formula": "C43H42N8O3V",
  "method": "ωB97M-V/def2-TZVPD",
  "symbols": ["V", "O", "C", "N", "C", "O", "C", "C", "C", "C", "C", "N", "C", "C", "C", "C", "C", "N", "H", "H", "H", "H", "H", "H", "H", "H", "C", "C", "C", "C", "C", "C", "C", "C", "N", "C", "C", "C", "C", "N", "C", "C", "C", "C", "C", "C", "C", "C", "H", "H", "H", "H", "H", "H", "H", "H", "H", "H", "H", "H", "H", "H", "H", "H", "H", "H", "H", "H", "H", "H", "H", "H", "N", "C", "C", "C", "C", "C", "C", "C", "N", "C", "C", "N", "C", "H", "H", "H", "H", "H", "H", "H", "C", "O", "H", "H", "H"],
  "positions_angstrom": [[0.24349, 0.74834, 0.09924], [0.54864, 3.46889, -2.90010], [0.61640, 2.29817, -2.59993], [1.24637, 1.81982, -1.45316], [2.52759, 2.21215, -1.27350], [3.28197, 2.74219, -2.07527], [3.06504, 1.84447, 0.08633], [4.34169, 2.23919, 0.45708], [4.79181, 1.92854, 1.72659], [3.93963, 1.25424, 2.59208], [2.68009, 0.90407, 2.14726], [2.25254, 1.17169, 0.90840], [-0.05035, 1.27615, -3.49434], [-1.03191, 1.71591, -4.37668], [-1.60983, 0.80027, -5.23752], [-1.17565, -0.51596, -5.19441], [-0.17518, -0.84999, -4.29332], [0.38125, 0.01810, -3.45638], [4.93304, 2.78168, -0.26668], [5.78226, 2.22227, 2.04795], [4.23998, 1.00990, 3.60173], [1.96818, 0.40445, 2.79054], [-1.30963, 2.76005, -4.36982], [-2.38022, 1.10596, -5.93310], [-1.59379, -1.26849, -5.84781], [0.20090, -1.86764, -4.24584], [1.55846, -2.29507, 2.33565], [0.08561, -2.53477, 2.17164], [-0.39000, -3.84036, 2.16597], [-1.74140, -4.11220, 2.02820], [-2.62976, -3.06037, 1.89795], [-2.19311, -1.73772, 1.89795], [-3.21725, -0.64219, 1.76056], [-0.81865, -1.46844, 2.03113], [-0.36269, -0.13095, 1.93251], [-0.82081, 0.76967, 2.82235], [-1.26075, 0.37583, 4.20478], [-0.78939, 2.13894, 2.45701], [-1.31409, 3.17356, 3.41410], [-0.35146, 2.43727, 1.24157], [-0.18904, 3.78569, 0.82623], [0.84093, 4.57733, 1.34512], [1.75990, 4.10676, 2.44198], [1.02321, 5.85959, 0.83556], [0.19796, 6.36297, -0.15150], [-0.84086, 5.58249, -0.63132], [-1.04814, 4.29677, -0.15545], [-2.18453, 3.47113, -0.68636], [2.10703, -3.23453, 2.26777], [1.77954, -1.85184, 3.30980], [1.93769, -1.62006, 1.56968], [0.31635, -4.65456, 2.27093], [-2.09574, -5.13373, 2.02419], [-3.68952, -3.25720, 1.79110], [-4.03667, -0.97296, 1.12154], [-2.79065, 0.26044, 1.32819], [-3.64544, -0.39142, 2.73434], [-1.20343, -0.70218, 4.34190], [-2.28517, 0.68874, 4.41696], [-0.62278, 0.85117, 4.95382], [-2.34213, 2.94122, 3.69906], [-1.29843, 4.16336, 2.96481], [-0.72520, 3.20691, 4.33346], [1.51398, 3.10715, 2.79222], [1.70494, 4.78422, 3.29670], [2.79701, 4.09792, 2.09950], [1.83100, 6.46546, 1.22855], [0.35971, 7.35781, -0.54419], [-1.50028, 5.96946, -1.39802], [-2.88890, 4.09987, -1.22988], [-2.71688, 2.95801, 0.11659], [-1.81952, 2.69587, -1.36157], [-1.43045, -9.37127, -2.94097], [-1.03526, -8.31951, -2.70190], [-0.54042, -7.00692, -2.40349], [-1.39372, -6.03556, -1.88476], [-0.91860, -4.77336, -1.58955], [0.42291, -4.46334, -1.80773], [1.27572, -5.43294, -2.32690], [0.79821, -6.69491, -2.62379], [0.92230, -3.17618, -1.49410], [2.20971, -2.70550, -1.70106], [2.23215, -1.43814, -1.22432], [0.99550, -1.11955, -0.71778], [0.23666, -2.16763, -0.89460], [-2.43372, -6.27403, -1.71068], [-1.59790, -4.04549, -1.17568], [2.31966, -5.21542, -2.49555], [1.46514, -7.44541, -3.02437], [2.97306, -3.28468, -2.18042], [3.03541, -0.72388, -1.24639], [-0.79922, -2.21724, -0.61842], [-2.51751, 0.14254, -1.41358], [-1.33823, 0.39538, -0.75494], [-3.35243, 0.71133, -0.98183], [-2.79127, -0.92382, -1.36640], [-2.45266, 0.41606, -2.47324]],
  "spin_multiplicity": 4,
  "e_lumo_ev": [-0.26, -0.27],
  "relative_energy_ev": 0.3455,
  "s2": 3.76,
  "molar_mass_g_mol": 769.81
}

Record 2
{
  "formula": "C43H43As2GeNO10Zr",
  "method": "ωB97M-V/def2-TZVPD",
  "symbols": ["Zr", "C", "O", "C", "O", "C", "C", "As", "C", "C", "C", "As", "C", "C", "O", "O", "C", "C", "O", "O", "C", "C", "O", "O", "C", "H", "H", "H", "H", "H", "H", "H", "H", "H", "H", "H", "H", "H", "H", "H", "H", "H", "H", "C", "Ge", "C", "C", "C", "C", "C", "C", "C", "C", "C", "C", "C", "C", "C", "C", "C", "C", "C", "C", "H", "H", "H", "H", "H", "H", "H", "H", "H", "H", "H", "H", "H", "H", "H", "H", "C", "O", "C", "O", "H", "H", "H", "C", "C", "C", "C", "C", "C", "C", "C", "N", "H", "H", "H", "H", "H", "H"],
  "positions_angstrom": [[0.38385, -0.17277, -0.13619], [0.65534, -3.51105, -0.19937], [0.96212, -2.26804, 0.48274], [2.32744, -1.76515, 0.21381], [2.83585, -2.06897, -0.82938], [2.67774, -0.75756, 1.17760], [3.90741, -0.06892, 1.06076], [3.95390, 1.78724, 0.89845], [5.41373, 2.53729, 1.91864], [2.40322, 2.48484, 1.60408], [1.25055, 1.63373, 1.61613], [1.38075, -0.14250, 2.52144], [2.55238, 0.36902, 3.94300], [0.06022, 1.95732, 0.99073], [-0.91789, 1.06828, 0.81232], [-0.05953, 3.12153, 0.33299], [-1.28657, 3.82915, 0.59551], [2.21562, 3.89762, 1.98460], [1.42818, 4.23138, 2.83509], [2.98511, 4.87405, 1.41819], [3.29536, 4.86283, 0.02039], [5.12176, -0.81947, 0.64756], [5.29278, -1.99353, 0.85687], [6.04065, -0.04175, 0.03162], [7.26096, -0.72266, -0.29635], [-0.40350, -3.49420, -0.43212], [0.87539, -4.31209, 0.50107], [1.24774, -3.59531, -1.10268], [6.33757, 2.42612, 1.35933], [5.47724, 2.01198, 2.86741], [5.18693, 3.58769, 2.08639], [3.43409, 0.83214, 3.51563], [2.81393, -0.52482, 4.50289], [2.01486, 1.07561, 4.57062], [-1.21257, 4.76781, 0.05628], [-1.36603, 4.02426, 1.66425], [-2.14346, 3.26041, 0.23674], [3.32665, 5.90409, -0.29140], [2.53466, 4.33182, -0.54846], [4.27362, 4.42191, -0.16673], [7.87070, 0.01076, -0.81481], [7.05874, -1.57458, -0.93945], [7.76332, -1.06860, 0.60402], [-1.43256, -0.94608, -1.20759], [-2.67024, -1.44823, 0.26350], [-4.24067, -0.29552, 0.20911], [-4.23912, 1.02653, 0.67097], [-5.36667, 1.82994, 0.56164], [-6.52196, 1.32977, -0.02586], [-6.54005, 0.02879, -0.50414], [-5.40913, -0.77460, -0.38812], [-3.34891, -3.27428, 0.08510], [-4.21558, -3.76292, 1.07023], [-4.70008, -5.06198, 1.01630], [-4.32283, -5.90611, -0.02371], [-3.47526, -5.43946, -1.01496], [-2.99970, -4.12922, -0.95890], [-1.99824, -1.53620, 2.09827], [-1.36069, -2.70111, 2.52332], [-0.90348, -2.83837, 3.82605], [-1.10203, -1.81401, 4.73852], [-1.77009, -0.66099, 4.34718], [-2.20846, -0.52447, 3.03845], [-1.26836, -1.83400, -1.82085], [-3.34080, 1.44762, 1.10277], [-5.34169, 2.84801, 0.93239], [-7.40227, 1.95409, -0.11235], [-7.43574, -0.36542, -0.96909], [-5.45215, -1.79185, -0.76153], [-4.51519, -3.12683, 1.89685], [-5.37148, -5.42075, 1.78702], [-4.69425, -6.92285, -0.05865], [-3.18636, -6.08842, -1.83272], [-2.36068, -3.77468, -1.76248], [-1.22364, -3.52563, 1.83320], [-0.40066, -3.74823, 4.12999], [-0.74927, -1.91891, 5.75726], [-1.94744, 0.13369, 5.06171], [-2.71321, 0.38607, 2.75638], [3.35975, 0.91523, -3.26314], [2.22924, -0.00613, -3.18464], [1.54230, -0.00600, -2.09362], [1.81197, 0.83304, -1.16902], [3.63391, 0.93496, -4.31234], [4.17218, 0.53151, -2.65020], [3.06537, 1.90124, -2.92042], [-2.18466, 0.13447, -2.04457], [-1.37110, 0.74475, -3.15753], [-0.79027, 1.99780, -2.99740], [-0.00520, 2.55650, -3.99147], [0.21084, 1.85283, -5.16844], [-0.38124, 0.60487, -5.35610], [-1.17109, 0.06508, -4.35726], [1.07816, 2.41772, -6.18665], [1.76726, 2.88326, -6.98050], [-3.08525, -0.29900, -2.49304], [-2.53130, 0.93643, -1.39428], [-0.94852, 2.54768, -2.07466], [0.44296, 3.53276, -3.85765], [-0.21390, 0.06606, -6.27921], [-1.63329, -0.90530, -4.50334]],
  "e_lumo_ev": [-1.46, -1.47],
  "relative_energy_ev": 0.0000,
  "molar_mass_g_mol": 1047.49
}

Record 3
{
  "formula": "C43H44As2N3O4Sc",
  "method": "ωB97M-V/def2-TZVPD",
  "symbols": ["Sc", "C", "C", "As", "C", "C", "C", "C", "C", "C", "C", "C", "C", "C", "C", "C", "As", "C", "C", "C", "C", "C", "C", "C", "C", "C", "C", "C", "C", "H", "H", "H", "H", "H", "H", "H", "H", "H", "H", "H", "H", "H", "H", "H", "H", "H", "H", "H", "H", "H", "H", "H", "H", "C", "C", "C", "O", "C", "O", "O", "H", "H", "H", "H", "H", "H", "H", "C", "C", "C", "C", "C", "N", "C", "O", "N", "C", "C", "C", "C", "N", "C", "C", "C", "H", "H", "H", "H", "H", "H", "H", "H", "H", "H", "H", "H", "H"],
  "positions_angstrom": [[-0.05226, 1.56444, 1.36144], [3.60606, -0.02134, 1.54229], [3.09863, -0.85114, 0.37571], [1.13252, -0.79738, 0.20540], [0.88855, -0.84795, -1.70836], [1.85601, -1.41361, -2.53602], [1.70067, -1.36619, -3.91315], [0.58522, -0.75704, -4.46823], [-0.39022, -0.21323, -3.64709], [-0.23970, -0.25979, -2.26933], [0.72247, -2.57534, 0.85688], [0.69604, -2.79452, 2.23361], [0.45396, -4.06425, 2.73303], [0.24141, -5.12227, 1.85735], [0.28260, -4.90889, 0.49056], [0.52480, -3.63691, -0.01537], [2.77005, 1.75116, 1.54922], [2.74106, 2.17517, -0.34976], [3.80619, 1.92744, -1.21460], [3.67340, 2.15667, -2.57597], [2.47684, 2.62599, -3.09860], [1.40584, 2.87483, -2.25575], [1.55036, 2.65374, -0.89136], [4.03988, 2.90668, 2.42369], [5.28140, 3.17157, 1.84823], [6.18030, 3.99853, 2.50402], [5.85355, 4.55445, 3.73154], [4.62950, 4.27485, 4.31982], [3.72276, 3.45066, 3.66703], [4.70013, 0.08002, 1.53648], [3.33176, -0.48087, 2.50519], [3.37912, -1.91001, 0.49381], [3.50146, -0.48915, -0.57735], [2.73827, -1.89221, -2.12087], [2.45300, -1.80272, -4.55092], [0.47145, -0.71892, -5.53971], [-1.27081, 0.23824, -4.07617], [-1.01735, 0.16901, -1.63707], [0.86536, -1.97406, 2.93358], [0.43329, -4.23046, 3.79877], [0.04640, -6.10982, 2.24355], [0.12015, -5.73093, -0.18969], [0.54520, -3.48291, -1.08807], [4.74411, 1.53177, -0.84016], [4.50812, 1.96334, -3.23301], [2.38243, 2.79996, -4.15877], [0.47317, 3.24844, -2.64904], [0.69323, 2.94052, -0.26289], [5.56143, 2.74641, 0.89207], [7.14014, 4.20555, 2.05530], [6.55968, 5.19515, 4.23570], [4.38685, 4.68214, 5.28890], [2.79718, 3.18221, 4.17893], [0.13339, 5.85148, 1.66838], [-0.42102, 4.69030, 2.48616], [-0.79101, 5.08529, 3.90604], [0.56245, 3.61150, 2.50493], [-1.61963, 4.07434, 1.75160], [-2.72784, 4.50872, 1.74492], [-1.26617, 2.94788, 1.08853], [0.98973, 6.29427, 2.17651], [-0.63082, 6.61817, 1.55960], [0.44342, 5.52183, 0.67596], [0.00923, 5.66429, 4.36543], [-0.99434, 4.20668, 4.51864], [-1.68847, 5.69958, 3.88265], [1.34013, 3.92414, 3.00661], [-3.70881, -4.03752, -5.37545], [-4.04358, -4.01321, -3.91689], [-3.05792, -4.09191, -2.94357], [-3.36376, -4.08684, -1.59206], [-4.68495, -4.00900, -1.18871], [-5.08234, -4.05393, 0.16428], [-4.33040, -3.97568, 1.30296], [-4.59899, -4.58748, 2.30434], [-3.23544, -3.08348, 1.32394], [-3.17156, -1.79675, 0.83376], [-4.10639, -1.21647, -0.02378], [-3.94078, 0.10322, -0.38771], [-2.87400, 0.84422, 0.09927], [-1.96346, 0.30031, 0.93064], [-2.11751, -0.98591, 1.27419], [-5.69076, -3.92597, -2.14997], [-5.36857, -3.92967, -3.49140], [-2.64472, -4.19612, -5.52873], [-3.98927, -3.10359, -5.86074], [-4.24123, -4.83811, -5.88413], [-2.02368, -4.17907, -3.24275], [-2.57677, -4.18758, -0.86295], [-5.94892, -4.55915, 0.33807], [-2.67297, -3.26732, 2.14983], [-4.96137, -1.77563, -0.37002], [-4.66404, 0.58133, -1.02802], [-2.76105, 1.89207, -0.13523], [-1.41111, -1.38950, 1.99489], [-6.72417, -3.86944, -1.84355], [-6.16223, -3.87732, -4.22122]],
  "e_lumo_ev": -6.43,
  "charge": 2,
  "relative_energy_ev": 1.1234,
  "molar_mass_g_mol": 861.64
}